ORCA calculation (wB97M-V/def2-TZVPD) on a cluster of 2 separate species, C6H17NO in total.

The geometry in XYZ format:
```
25
Properties=species:S:1:pos:R:3:nbo_charge:R:1
C 2.963 1.754 -0.124 -0.409
N 1.620 1.686 0.437 -0.641
C 0.750 0.723 -0.187 -0.226
C -0.193 0.035 0.880 -0.430
C -1.700 -0.341 0.590 -0.209
C -2.472 -0.143 1.915 -0.617
C -1.711 -1.879 -0.092 -0.622
H 2.860 2.222 -1.172 0.186
H 3.551 0.824 -0.306 0.169
H 3.554 2.377 0.640 0.201
H 1.593 1.605 1.466 0.363
H 1.230 0.035 -0.954 0.197
H -0.003 1.206 -0.905 0.159
H 0.489 -0.750 1.284 0.211
H -0.446 0.847 1.566 0.203
H -2.253 0.368 -0.085 0.205
H -3.424 -0.698 1.987 0.212
H -2.666 0.984 2.063 0.207
H -1.915 -0.493 2.758 0.202
H -2.144 -1.923 -1.174 0.218
H -2.293 -2.522 0.555 0.204
H -0.461 -1.987 -0.092 0.213
O 0.926 -1.330 -3.304 -0.928
H 1.272 -2.008 -3.832 0.464
H 0.872 -0.592 -3.915 0.467
```

## Properties
**Kohn-Sham gap**: 9.057 eV
**ΔE to the lowest compared entry with this formula, charge and spin**: 265.9 kJ/mol
**LUMO**: 0.747 eV
**Largest force on an atom**: 3.948 eV/A
**E_tot**: -368.69959 Ha
**SMILES string**: CNCCC(C)C.O